Entry 1:
Molecular formula: C46H59ClN6O4S
Method: DFT, wB97M-V/def2-TZVPD

The geometry in ORCA input format:
```
! RIJCOSX wB97M-V def2-TZVPD def2/J DEFGRID3
* xyz 0 1
C 4.043 -4.730 -2.595
C 2.696 -4.669 -3.222
C 1.763 -3.341 -3.435
C 2.182 -2.034 -2.542
C 3.249 -0.934 -3.123
C 4.306 -1.508 -4.237
C 4.937 -0.263 -5.148
C 6.261 0.316 -4.363
C 5.796 1.767 -3.682
C 6.638 2.020 -2.279
C 6.292 0.930 -1.092
C 5.263 1.514 0.067
O 2.650 -2.223 -1.140
S 1.206 -2.684 -0.329
O 1.177 -4.215 0.010
O 0.911 -1.892 0.992
O -0.066 -2.071 -1.344
C 0.725 -1.258 -2.281
C 0.000 -0.503 -3.542
C 0.076 1.132 -3.196
C -0.801 2.054 -4.233
Cl -2.396 2.496 -3.343
H 4.893 -3.930 -2.679
H 4.266 -5.680 -1.908
H 2.272 -5.695 -3.660
H 0.635 -3.691 -3.289
H 1.852 -3.049 -4.586
H 3.844 -0.519 -2.177
H 2.739 0.031 -3.601
H 5.251 -2.060 -3.761
H 3.846 -2.264 -5.012
H 5.169 -0.611 -6.266
H 4.096 0.575 -5.265
H 6.668 -0.416 -3.529
H 7.167 0.550 -5.099
H 4.640 1.706 -3.478
H 6.082 2.585 -4.485
H 6.389 3.091 -1.868
H 7.779 1.867 -2.555
H 5.865 -0.085 -1.487
H 7.307 0.671 -0.539
H 5.098 0.687 0.912
H 4.244 1.750 -0.474
H 5.710 2.522 0.515
H 1.097 -0.361 -1.587
H -1.162 -0.764 -3.459
H 0.438 -0.767 -4.595
H 1.182 1.528 -3.177
H -0.397 1.260 -2.109
H -0.168 3.043 -4.448
H -0.998 1.497 -5.251
C -1.122 -5.049 3.851
C -2.092 -4.683 4.778
C -2.381 -3.335 4.927
N -1.770 -2.355 4.226
C -0.832 -2.741 3.335
C -0.477 -4.062 3.113
H -0.870 -6.096 3.705
H -2.612 -5.428 5.369
H -3.132 -2.999 5.635
H -0.355 -1.934 2.786
H 0.283 -4.316 2.383
C -4.192 0.984 6.725
C -4.403 -0.315 6.276
C -5.519 -0.995 6.737
N -6.414 -0.471 7.603
C -6.181 0.792 8.022
C -5.097 1.552 7.615
H -3.329 1.549 6.384
H -3.716 -0.787 5.583
H -5.729 -2.011 6.413
H -6.914 1.189 8.719
H -4.961 2.563 7.984
C -8.098 -4.743 8.219
C -8.092 -6.130 8.112
C -6.918 -6.805 8.401
N -5.773 -6.195 8.779
C -5.809 -4.848 8.873
C -6.935 -4.085 8.608
H -9.000 -4.179 8.002
H -8.982 -6.671 7.810
H -6.864 -7.888 8.335
H -4.876 -4.381 9.176
H -6.907 -3.006 8.701
C 6.522 8.203 -2.703
C 6.009 7.272 -1.805
C 5.528 6.073 -2.307
N 5.524 5.756 -3.620
C 6.027 6.680 -4.467
C 6.534 7.904 -4.061
H 6.909 9.153 -2.347
H 5.985 7.475 -0.741
H 5.121 5.314 -1.646
H 6.011 6.401 -5.517
H 6.927 8.607 -4.786
C -11.302 -4.298 3.321
C -11.844 -3.300 4.124
C -11.459 -3.248 5.454
N -10.589 -4.114 6.019
C -10.081 -5.073 5.214
C -10.402 -5.203 3.873
H -11.579 -4.370 2.273
H -12.549 -2.580 3.724
H -11.852 -2.487 6.121
H -9.386 -5.757 5.693
H -9.961 -5.992 3.273
C 2.767 8.986 -8.173
C 2.773 7.599 -8.280
C 3.947 6.924 -7.991
N 5.092 7.534 -7.613
C 5.057 8.881 -7.519
C 3.930 9.644 -7.784
H 1.865 9.550 -8.390
H 1.883 7.058 -8.582
H 4.001 5.841 -8.057
H 5.990 9.348 -7.216
H 3.958 10.723 -7.691
*
```

Computed properties:
SMILES string: C=CC[C@]1(CCCCCCCC)OS(=O)(=O)O[C@@H]1CCCCl.c1ccncc1.c1ccncc1.c1ccncc1.c1ccncc1.c1ccncc1.c1ccncc1

=====

Entry 2:
Molecular formula: C18H21BrO3
Method: DFT, wB97M-V/def2-TZVPD

The geometry in ORCA input format:
```
! RIJCOSX wB97M-V def2-TZVPD def2/J DEFGRID3
* xyz 0 1
C 4.696 1.051 0.278
C 3.522 1.162 -0.681
O 2.758 -0.019 -0.551
C 1.624 -0.154 -1.277
C 1.118 0.783 -2.163
C -0.049 0.527 -2.872
C -0.696 -0.679 -2.725
C -0.201 -1.631 -1.842
C 0.930 -1.374 -1.091
O 1.483 -2.196 -0.153
C 0.901 -3.435 0.152
C -0.447 -3.375 0.889
C -0.464 -2.409 2.079
O -0.400 -1.045 1.735
C -1.409 -0.459 1.046
C -2.634 -1.027 0.716
C -3.553 -0.326 -0.047
C -3.295 0.959 -0.496
C -4.264 1.700 -1.364
C -2.100 1.558 -0.114
C -1.190 0.863 0.649
Br 0.392 1.711 1.240
H 5.320 1.937 0.206
H 4.324 0.956 1.294
H 5.289 0.172 0.040
H 2.914 2.039 -0.425
H 3.880 1.266 -1.717
H 1.623 1.726 -2.302
H -0.435 1.277 -3.546
H -1.591 -0.895 -3.288
H -0.714 -2.577 -1.762
H 1.642 -3.916 0.798
H 0.783 -4.046 -0.755
H -1.235 -3.094 0.192
H -0.664 -4.377 1.261
H -1.358 -2.601 2.690
H 0.423 -2.566 2.698
H -2.891 -2.016 1.062
H -4.491 -0.800 -0.295
H -5.225 1.192 -1.395
H -4.414 2.714 -0.997
H -3.877 1.767 -2.381
H -1.880 2.573 -0.411
*
```

Computed properties:
SMILES string: CCOc1ccccc1OCCCOc1ccc(C)cc1Br
ΔE to the lowest compared entry with this formula, charge and spin, kJ/mol: 0.00

=====

Entry 3:
Molecular formula: C4H12NO
Method: DFT, wB97M-V/def2-TZVPD

The geometry in ORCA input format:
```
! RIJCOSX wB97M-V def2-TZVPD def2/J DEFGRID3
* xyz 1 1
C 0.810 -0.696 -1.317
N 1.580 -0.702 -0.090
C 1.432 0.633 0.568
C 0.024 0.958 0.390
C -0.317 0.334 -1.107
H 0.422 -1.632 -1.637
H 1.407 -0.232 -2.103
H 0.938 -1.472 0.309
H 2.505 -1.009 0.119
H 1.916 0.798 1.542
H 2.114 1.059 -0.217
H -0.097 2.019 0.649
H -0.629 0.333 1.015
H -1.240 -0.223 -0.935
H -0.368 1.068 -1.941
H -4.097 -0.511 2.056
H -3.279 -0.357 0.879
O -3.122 -0.370 1.820
*
```

Computed properties:
ΔE to the lowest compared entry with this formula, charge and spin, kJ/mol: 208.95

=====

Entry 4:
Molecular formula: C5H14
Method: DFT, wB97M-V/def2-TZVPD

The geometry in ORCA input format:
```
! RIJCOSX wB97M-V def2-TZVPD def2/J DEFGRID3
* xyz 0 1
C 0.211 -1.455 -0.630
C -0.801 -0.618 -1.436
C -2.219 -1.187 -1.843
H 0.441 -2.506 -0.925
H 1.007 -0.806 -0.465
H -0.208 -1.768 0.398
H -0.311 -0.218 -2.373
H -1.039 0.283 -0.846
H -2.054 -2.300 -1.636
H -2.406 -1.014 -2.881
H -2.927 -0.785 -1.099
C 2.018 1.454 1.401
C 0.495 1.568 1.946
H 2.757 0.961 2.008
H 2.013 1.025 0.383
H 2.525 2.377 1.357
H -0.196 0.844 1.867
H 0.154 2.666 1.678
H 0.540 1.477 3.097
*
```

Computed properties:
SMILES string: CCC.CC
ΔE to the lowest compared entry with this formula, charge and spin, kJ/mol: 169.01

=====

Entry 5:
Molecular formula: C25H61N6O7
Method: DFT, wB97M-V/def2-TZVPD

The geometry in ORCA input format:
```
! RIJCOSX wB97M-V def2-TZVPD def2/J DEFGRID3
* xyz -1 1
C -1.612 2.015 -3.810
C -1.061 2.938 -4.348
C -0.283 3.970 -5.100
C 0.887 3.203 -5.831
N 0.505 2.780 -7.187
C 2.225 3.967 -5.766
O 3.127 3.426 -5.094
O 2.364 5.046 -6.352
H -1.867 0.993 -3.605
H -0.922 4.518 -5.800
H 0.142 4.649 -4.346
H 1.034 2.277 -5.258
H 0.193 3.580 -7.732
H -0.310 2.181 -7.057
C -0.330 -4.692 -2.162
C 0.482 -3.708 -2.999
C 0.449 -2.271 -2.460
O -0.758 -1.570 -2.727
C -1.817 -1.839 -1.831
N 0.022 -3.779 -4.391
H -1.403 -4.595 -2.329
H -0.060 -5.718 -2.421
H -0.132 -4.554 -1.096
H 1.524 -4.040 -2.970
H 1.234 -1.704 -2.968
H 0.685 -2.241 -1.391
H -1.454 -2.023 -0.815
H -2.411 -2.690 -2.178
H -2.471 -0.966 -1.812
H 0.626 -3.198 -4.966
H -0.879 -3.308 -4.436
C -3.999 4.668 0.959
C -3.778 3.729 -0.223
C -3.873 2.239 0.150
O -2.738 1.726 0.824
C -2.704 1.983 2.216
N -2.495 4.051 -0.851
H -3.132 4.720 1.617
H -4.188 5.682 0.603
H -4.863 4.358 1.553
H -4.571 3.931 -0.951
H -3.944 1.666 -0.778
H -4.788 2.027 0.721
H -3.703 1.972 2.659
H -2.212 2.938 2.416
H -2.108 1.200 2.688
H -2.395 3.491 -1.695
H -1.763 3.698 -0.240
C 5.404 1.805 -1.976
C 5.385 0.663 -2.984
C 3.972 0.174 -3.328
O 3.368 -0.644 -2.327
C 2.768 0.069 -1.264
N 6.232 -0.431 -2.482
H 5.212 1.465 -0.956
H 6.383 2.286 -1.971
H 4.662 2.564 -2.233
H 5.830 1.040 -3.908
H 4.043 -0.460 -4.217
H 3.316 1.011 -3.594
H 2.327 1.011 -1.601
H 3.494 0.257 -0.467
H 1.974 -0.556 -0.848
H 6.297 -1.149 -3.198
H 5.721 -0.887 -1.729
C -3.436 -1.054 7.637
C -2.745 0.244 7.230
C -3.679 1.244 6.528
O -3.973 0.929 5.180
C -5.005 -0.025 5.002
N -1.577 -0.081 6.404
H -3.604 -1.719 6.791
H -2.818 -1.599 8.352
H -4.398 -0.854 8.115
H -2.388 0.724 8.146
H -3.169 2.211 6.496
H -4.604 1.398 7.099
H -5.781 0.066 5.767
H -4.597 -1.038 4.997
H -5.458 0.152 4.026
H -1.060 0.773 6.214
H -1.921 -0.363 5.488
C 3.536 -3.082 1.012
C 2.358 -2.369 1.668
C 2.313 -2.530 3.196
O 1.849 -3.793 3.642
C 2.826 -4.817 3.650
N 1.116 -2.829 1.037
H 3.387 -4.161 0.949
H 3.672 -2.721 -0.009
H 4.463 -2.894 1.557
H 2.470 -1.301 1.458
H 1.596 -1.803 3.589
H 3.282 -2.292 3.652
H 3.819 -4.432 3.902
H 2.856 -5.330 2.686
H 2.537 -5.549 4.405
H 0.340 -2.281 1.402
H 0.929 -3.769 1.378
*
```

=====

no.,DFT total energy (Eh)
1,-3275.62453
2,-3498.20742
3,-289.29527
4,-198.82479
5,-1844.24313